# C4H6N3O2

2 unconnected molecules or ions with the total composition C4H6N3O2 in a non-equilibrium geometry (ωB97M-V with the def2-TZVPD basis set, the OMol25 dataset).

Results
**Net charge**: +1
**E**: -470.2428 hartree
**E_HOMO**: -13.26 eV
**Energy above the lowest of the compared OMol25 structures with the same formula, charge and spin**: 201.9 kcal/mol

Geometry (Å):
C -1.05126 1.68226 -0.26721
H 0.87098 -2.35690 -1.56644
H 0.97174 -0.12903 1.47704
N -2.12274 -0.91798 -0.19795
O 0.19008 -0.63897 1.27515
H 2.17076 -1.92147 -0.04947
H -2.73056 1.70919 0.64538
H -1.27285 1.03286 1.53889
N -1.85615 1.18599 0.69700
C 0.23888 -1.26648 0.06538
C 1.20605 -1.95952 -0.59878
N -1.06011 -1.15173 -0.56874
C -0.19188 1.92102 -1.06296
H 0.47785 2.37880 -1.75960
O -3.26631 -0.81107 -0.05053

How is the electron density shared among the atoms? According to Löwdin, the charges in e are:
1 C -0.281
2 H 0.105
3 H 0.138
4 N -0.040
5 O 0.072
6 H 0.116
7 H 0.136
8 H 0.129
9 N 0.053
10 C -0.350
11 C 0.176
12 N 0.291
13 C 0.126
14 H 0.045
15 O 0.287



# C18H17N3O4S

C18H17N3O4S in the gas phase (ωB97M-V with the def2-TZVPD basis set, the OMol25 dataset).

Results
**E**: -1559.5304 hartree
**E_HOMO**: -7.34 eV
**Energy above the lowest of the compared OMol25 structures with the same formula, charge and spin**: 42.7 kcal/mol

Geometry (Å):
H 5.05589 0.70303 2.48426
C 1.26763 -2.52021 -1.39185
H 2.13474 -1.38187 3.07652
C 0.90106 1.35037 1.46989
H 1.07234 2.60282 -3.75920
C -0.81137 3.38280 -3.14666
C -0.81121 -0.24471 1.91929
H -2.32330 -0.25050 -0.68108
H 2.20008 -2.52986 -1.93991
O 3.11753 0.95275 2.06367
H 0.75231 0.42737 -2.61411
C 0.17045 2.39985 -3.20416
S -2.47848 -0.83151 1.69481
N -1.43821 -0.25009 -1.17507
C 0.89826 -3.57010 -0.57810
C -0.30390 -3.45788 0.11517
O -3.01481 -1.37555 2.90618
H 4.20889 -0.81369 2.09343
C -1.97867 3.13584 -2.43377
O -0.59126 4.56465 -3.79325
C 0.10070 -1.08282 2.52700
C 4.13155 0.14367 2.61698
N -2.28854 -2.16732 0.65894
H -0.23631 -2.01842 2.94510
H -1.35503 5.14209 -3.67750
H 1.23860 2.28957 1.06336
C -2.15823 1.92589 -1.79356
C -0.42164 0.97613 1.39638
C -0.64082 -1.32810 -0.95213
H -0.63179 -4.24441 0.78172
C -1.08677 -2.33305 -0.04898
H 3.96604 -0.03301 3.68398
H -2.74873 3.89442 -2.37939
H -2.56044 -3.00001 1.16379
O -3.25487 0.15928 1.00422
C 1.84568 0.50254 2.06201
H -1.15912 1.61337 0.93652
N 0.52466 -1.44065 -1.57795
C 1.43214 -0.71507 2.60389
C -0.00695 1.18808 -2.56706
C -1.17662 0.93635 -1.85355
H 1.51996 -4.44376 -0.46993
H -3.06145 1.74171 -1.22990

How is the electron density shared among the atoms? According to Löwdin, the charges in e are:
1 H 0.095
2 C -0.146
3 H 0.107
4 C 0.032
5 H 0.116
6 C -0.331
7 C -0.293
8 H 0.090
9 H 0.105
10 O -0.067
11 H 0.086
12 C -0.010
13 S 0.689
14 N 0.116
15 C -0.077
16 C -0.025
17 O -0.284
18 H 0.097
19 C -0.026
20 O 0.043
21 C -0.052
22 C -0.076
23 N -0.043
24 H 0.124
25 H 0.102
26 H 0.127
27 C -0.025
28 C -0.047
29 C -0.256
30 H 0.118
31 C -0.252
32 H 0.097
33 H 0.113
34 H 0.113
35 O -0.297
36 C -0.260
37 H 0.112
38 N 0.123
39 C 0.005
40 C -0.013
41 C -0.239
42 H 0.096
43 H 0.111



# C7H37NO12

13 unconnected molecules or ions with the total composition C7H37NO12 in a non-equilibrium geometry (ωB97M-V with the def2-TZVPD basis set, the OMol25 dataset).

Results
**Net charge**: +1
**E**: -1246.1464 hartree
**E_HOMO (spin up / spin down)**: -12.92 / -12.90 eV
**Energy above the lowest of the compared OMol25 structures with the same formula, charge and spin**: 93.3 kcal/mol
**Multiplicity**: 2

Geometry (Å):
O -2.27811 2.86709 -2.15370
C 2.11765 0.40522 -1.31251
H -1.25286 3.00774 0.90777
H 0.55489 -0.22905 3.23338
O 0.45145 -3.12521 -2.56863
O 0.88963 -1.78384 2.90488
O -1.97643 2.82734 2.46809
H -2.72169 -0.74316 -3.04212
H -0.43213 -2.61416 -2.50425
H -2.33922 3.68118 -2.63954
N -1.83143 -0.28942 0.91391
H 0.27191 0.09742 1.08250
O -2.45984 0.74999 -3.72190
H 4.11536 -2.59437 1.51435
H 3.02581 2.57439 -0.29302
H -1.43370 -3.20575 2.80949
H 2.93911 0.90488 -1.83723
H -1.69325 1.09491 -4.19036
H -1.90956 2.89228 -1.25225
H -0.54856 1.14697 0.05950
H 1.52794 -2.04307 3.57951
C 0.03283 -0.83267 -0.80797
H 3.64816 1.94290 1.31200
H -1.97794 4.18197 0.22014
H 4.77790 -0.43126 -1.43482
H -2.55696 1.24817 -2.89710
H -2.13124 0.52850 1.40309
H -2.11304 2.32208 3.31480
O -1.18536 3.60405 0.13355
C -0.51314 0.09173 0.31627
H 1.32694 -1.89569 2.07637
C 2.72291 0.49299 0.06181
O 5.00471 -1.17893 -0.87989
H 4.28896 -1.80999 -1.12420
O -0.04408 0.52464 3.48508
H 1.39966 -0.73985 -3.67809
O -2.26841 -3.05284 2.35387
C 3.10208 1.74389 0.37002
H -2.77212 0.38579 4.18365
H -1.97841 -2.36754 1.77250
C 0.89449 -0.07741 -1.70983
H -0.25307 -0.78319 -3.50726
O -2.89031 -1.58936 -2.53919
H -0.82164 -1.31060 -1.35289
H -0.21923 0.91336 2.63956
H -1.26710 3.40461 2.81569
C 0.61193 -0.16957 -3.20386
O 3.15630 -2.43181 1.52328
H 2.76759 -0.29276 0.79674
O -2.21775 1.07500 4.53771
H -3.85058 -1.68670 -2.61038
H -1.21674 0.85352 4.56030
H 0.14293 -3.98775 -2.88614
H 0.48994 -1.74827 -0.34518
H 2.82579 -2.87962 0.73633
H -2.49110 -0.45744 0.15024
H 0.55815 0.78868 -3.74405

How is the electron density shared among the atoms? According to Löwdin, the charges in e are:
1 O -0.056
2 C 0.052
3 H -0.007
4 H 0.018
5 O -0.082
6 O -0.014
7 O -0.087
8 H -0.011
9 H 0.049
10 H 0.058
11 N 0.072
12 H 0.070
13 O -0.058
14 H 0.083
15 H 0.086
16 H 0.017
17 H 0.139
18 H 0.050
19 H -0.004
20 H 0.097
21 H 0.091
22 C -0.125
23 H 0.110
24 H 0.090
25 H 0.019
26 H 0.017
27 H 0.049
28 H 0.024
29 O -0.087
30 C -0.218
31 H -0.002
32 C -0.109
33 O -0.041
34 H 0.054
35 O -0.071
36 H 0.106
37 O -0.053
38 C 0.127
39 H 0.047
40 H -0.043
41 C -0.136
42 H 0.080
43 O -0.093
44 H 0.093
45 H -0.006
46 H 0.082
47 C -0.001
48 O -0.047
49 H 0.086
50 O -0.092
51 H 0.052
52 H 0.056
53 H 0.062
54 H 0.150
55 H 0.058
56 H 0.089
57 H 0.110



# C26H56FN2O2

3 unconnected molecules or ions with the total composition C26H56FN2O2 (ωB97M-V with the def2-TZVPD basis set, the OMol25 dataset).

Results
**Net charge**: +1
**E**: -1383.8627 hartree
**E_HOMO**: -12.56 eV

Geometry (Å):
H -0.99957 0.42440 0.86981
H -5.01595 0.45915 3.78168
H -0.19319 -0.18547 3.31186
H 5.74129 3.04069 -4.03402
H -2.74202 0.60583 -1.39681
H -1.71664 -4.96454 -2.05507
H 3.59516 3.42386 -2.35110
H -6.49382 3.03812 6.10996
C 0.66482 -0.52581 2.73312
H 1.45508 -1.26727 -3.40877
H 1.44028 -2.39606 1.96230
H -1.69580 -3.02635 -0.87122
H -3.01874 -0.94327 -0.64144
C 4.98822 0.93049 -2.27489
C -4.40172 1.36116 3.86633
H 1.72982 -0.89875 0.28298
H -1.08588 1.96010 3.11811
H -2.78364 -2.10457 1.09692
C -1.61820 2.74990 3.65700
O 0.34460 -2.74525 -4.36116
C 6.54043 2.58146 -3.45031
C 3.70634 1.35842 -2.99190
C 1.05948 -1.30328 -0.46582
C -2.21507 2.19909 4.94789
H 1.25558 -0.68642 -1.35625
H 3.93313 1.60782 -4.03114
O -1.41184 -1.89277 -2.44484
H -0.90849 3.55196 3.86312
N -0.90437 -5.00861 -2.64837
F -3.28594 0.67104 0.53074
H -1.06482 -4.51666 -3.51513
N 0.30752 -3.22891 -1.42549
C 6.03234 2.03475 -2.11945
H -6.07892 2.67940 3.69716
H -2.17251 -2.74276 2.60148
C 0.29586 -4.61845 -2.02126
H 5.43392 0.09787 -2.82863
H -2.62550 0.21542 4.23045
C -0.91116 -2.37451 -1.25847
C -0.68779 -0.90797 -3.18313
H -0.12782 -0.77189 -5.91426
H 1.84075 1.36330 -0.92887
C -3.17413 1.03184 4.71736
H 1.93276 3.07863 -0.52105
H 3.02725 0.49416 -3.03432
C -5.26701 2.49907 4.40554
H 2.09904 2.77297 -2.97111
H 6.98556 1.78725 -4.05271
H 5.62730 2.85313 -1.51840
H -1.41838 -0.52326 -3.89263
H -0.39299 -0.07080 -2.55032
C 1.35313 -2.66296 -0.96073
H 0.48296 0.55263 -4.94491
H -4.68776 3.42565 4.44387
H 6.87610 1.63381 -1.55367
H 1.53475 -0.45693 3.38383
C 2.49594 2.23916 -0.92939
H -4.08750 1.60443 2.84726
H -3.49242 0.63858 5.68616
C -5.86225 2.21262 5.78108
H -1.40561 1.85821 5.59898
H 4.74138 0.53444 -1.28411
C 0.48110 -1.96449 2.26200
H -0.55598 0.64558 -0.78600
C -0.44617 -1.40378 -0.12585
H -2.38479 3.15075 2.99284
C 2.96626 2.53170 -2.35045
C -2.59301 0.04368 -0.47572
H -2.10206 -0.99634 2.26219
H 1.12870 -4.67405 -2.71545
C 0.66092 -0.48891 -5.21755
H 7.30369 3.34221 -3.28920
H -0.56984 -3.27795 0.98186
H -2.71914 3.00339 5.48828
H 0.17493 -2.54766 3.13274
C 0.53192 -1.38516 -3.98700
H 0.81178 0.19780 1.93270
H 2.32637 -3.13918 -0.97855
C -1.10054 -0.02177 -0.11806
C -1.99246 -1.99056 1.83898
H -6.47802 1.31136 5.75813
H 1.63390 -0.58258 -5.68838
H 0.51315 -5.29425 -1.19230
H 3.32937 2.04261 -0.25384
H -5.08847 2.07366 6.53751
C -0.61071 -2.20766 1.20419
H 1.20577 -3.11572 -4.54690

How is the electron density shared among the atoms? According to Löwdin, the charges in e are:
1 H 0.110
2 H 0.111
3 H 0.062
4 H 0.066
5 H 0.127
6 H 0.089
7 H 0.105
8 H 0.071
9 C -0.080
10 H 0.114
11 H 0.107
12 H 0.164
13 H 0.110
14 C -0.231
15 C -0.229
16 H 0.126
17 H 0.046
18 H 0.081
19 C -0.101
20 O -0.017
21 C -0.104
22 C -0.228
23 C -0.068
24 C -0.260
25 H 0.107
26 H 0.106
27 O -0.023
28 H 0.073
29 N 0.069
30 F -0.026
31 H 0.082
32 N 0.057
33 C -0.264
34 H 0.106
35 H 0.097
36 C -0.184
37 H 0.110
38 H 0.085
39 C -0.229
40 C -0.112
41 H 0.097
42 H 0.036
43 C -0.224
44 H 0.080
45 H 0.082
46 C -0.266
47 H 0.104
48 H 0.077
49 H 0.100
50 H 0.145
51 H 0.112
52 C 0.047
53 H 0.090
54 H 0.099
55 H 0.108
56 H 0.087
57 C -0.097
58 H 0.085
59 H 0.105
60 C -0.108
61 H 0.105
62 H 0.096
63 C -0.201
64 H 0.103
65 C -0.298
66 H 0.070
67 C -0.253
68 C -0.183
69 H 0.067
70 H 0.126
71 C -0.026
72 H 0.074
73 H 0.136
74 H 0.102
75 H 0.121
76 C -0.402
77 H 0.062
78 H 0.173
79 C -0.080
80 C -0.028
81 H 0.076
82 H 0.087
83 H 0.140
84 H 0.074
85 H 0.065
86 C -0.293
87 H 0.102



# C3H9N4O2

2 unconnected molecules or ions with the total composition C3H9N4O2 in a non-equilibrium geometry (ωB97M-V with the def2-TZVPD basis set, the OMol25 dataset).

Results
**Net charge**: -1
**E**: -489.0540 hartree
**E_HOMO (spin up / spin down)**: -1.59 / -2.12 eV
**Energy above the lowest of the compared OMol25 structures with the same formula, charge and spin**: 33.9 kcal/mol

Geometry (Å):
N -0.92682 -3.44609 -1.49557
O 2.80106 -1.28343 -1.78830
N 2.05019 -0.64581 -1.07750
N -0.12996 0.76702 0.28022
C -0.90875 1.68007 0.92837
O 2.28034 -0.37428 0.12745
C -0.27594 2.42887 2.08671
H -0.01526 -3.50928 -1.07830
H 0.76533 0.50959 0.81687
N 0.82369 -0.45738 -1.55717
H -0.74518 2.15144 3.09897
H -1.87159 2.01250 0.68991
H -0.47685 3.44550 1.84774
H -1.61876 -3.51901 -0.79509
H 0.69920 2.21729 2.09149
H -1.19404 0.29834 -1.49420
H -1.06483 -2.45557 -1.73400
C -0.19181 0.18024 -0.94762

How is the electron density shared among the atoms? According to Löwdin, the charges in e are:
1 N 0.013
2 O -0.087
3 N -0.549
4 N -0.040
5 C -0.240
6 O -0.121
7 C -0.137
8 H 0.000
9 H 0.137
10 N 0.021
11 H 0.076
12 H 0.045
13 H 0.040
14 H -0.031
15 H 0.006
16 H 0.116
17 H -0.010
18 C -0.239